Formula: C17H39F6N3O11
Source: OMol25
Level of theory: wB97M-V/def2-TZVPD

Results
multiplicity = 2
strongest force on any atom = 0.0836 Eh/bohr
LUMO energy (alpha / beta) = -2.44 / -5.88 eV
charge = +1
HOMO energy (alpha / beta) = -9.97 / -9.96 eV

Structure (XYZ):
```
76
Properties=species:S:1:pos:R:3:forces:R:3
N -29.549 4.350 -7.402 -0.21 -0.62 0.45
H -28.887 5.108 -7.486 0.86 0.76 -0.66
H -29.279 3.518 -7.907 -0.09 0.11 -0.18
H -30.488 4.692 -7.551 -0.59 -0.04 -0.43
H -29.516 4.135 -6.416 -0.05 -0.38 1.86
N -26.957 3.607 -10.223 -0.24 -0.23 -0.18
H -27.661 3.120 -9.687 -0.60 -1.04 0.13
H -26.219 2.983 -10.515 0.10 -0.11 -0.29
H -26.622 4.212 -9.487 0.76 1.27 1.21
H -27.434 4.096 -10.968 0.10 0.47 -0.33
N -26.548 3.426 -5.072 1.50 -1.05 1.11
H -26.464 2.420 -5.099 -0.07 -0.36 0.17
H -25.807 3.784 -4.486 0.45 0.07 0.20
H -27.392 3.680 -4.579 -2.21 0.66 0.04
H -26.406 3.774 -6.010 -0.54 1.18 -1.53
C -29.793 1.374 -9.737 0.49 0.76 0.46
O -28.862 1.965 -8.844 -1.34 -0.65 -0.95
H -29.961 1.989 -10.621 0.39 0.24 -0.21
H -29.272 0.477 -10.073 0.03 -0.41 -0.13
H -30.784 1.131 -9.352 0.31 -0.14 0.68
C -26.509 6.026 -7.595 -2.30 -1.87 0.23
O -27.928 6.468 -7.654 1.65 0.58 -0.14
O -26.558 4.632 -7.575 0.68 1.99 -1.55
C -25.757 6.828 -8.717 0.68 -0.15 -0.86
F -24.734 6.043 -9.098 0.24 0.12 -0.31
F -26.374 7.220 -9.908 0.17 -0.75 1.86
F -25.224 7.955 -8.184 -0.51 -0.51 -0.36
C -28.170 7.651 -6.928 1.33 0.32 1.21
C -29.561 7.986 -6.824 -2.91 0.79 -0.36
H -30.065 8.227 -7.760 -0.08 -0.66 -0.36
H -30.082 7.220 -6.250 -0.45 0.14 -0.21
H -29.677 8.950 -6.330 0.22 -0.12 0.59
H -27.653 8.556 -7.245 0.72 -0.38 -0.47
H -27.948 7.466 -5.877 1.04 -0.04 0.18
H -26.013 6.374 -6.689 -0.21 0.48 0.29
C -29.415 5.028 -3.428 1.57 -1.60 -3.12
O -28.017 5.273 -3.033 0.02 0.97 1.13
O -29.371 4.033 -4.449 0.16 1.51 1.99
C -30.306 4.664 -2.211 -0.67 -0.95 0.23
F -30.256 3.407 -1.807 0.71 -1.75 -0.77
F -29.987 5.295 -1.088 0.33 1.92 0.38
F -31.630 4.852 -2.440 0.36 0.85 -0.53
C -27.666 6.660 -2.640 0.30 -1.18 -1.49
C -26.181 6.913 -2.797 1.27 -0.30 0.54
H -25.545 6.734 -1.930 -0.35 -0.02 0.40
H -25.673 6.314 -3.554 -0.49 -0.12 -0.46
H -26.016 7.953 -3.077 -0.05 0.06 0.04
H -28.003 6.946 -1.644 -0.33 -0.16 -0.20
H -28.011 7.315 -3.440 -1.19 0.09 0.29
H -29.700 5.964 -3.909 -0.78 0.42 0.53
C -35.639 6.084 -9.275 0.41 -0.25 -0.01
C -34.148 6.533 -9.467 -4.21 -0.52 -0.70
C -33.882 7.853 -8.814 0.71 -0.58 -0.23
O -32.885 7.467 -7.858 0.83 0.97 1.34
C -32.682 6.149 -7.791 0.21 -0.47 -1.23
O -31.938 5.531 -7.058 -1.49 1.34 -0.91
O -33.390 5.593 -8.818 1.88 -1.52 1.52
H -36.388 6.675 -9.803 0.28 -0.02 -0.38
H -35.966 6.101 -8.235 0.47 0.31 0.29
H -35.708 5.026 -9.527 -0.14 0.10 -0.46
H -33.927 6.536 -10.535 0.23 -0.08 0.02
H -34.730 8.291 -8.287 0.16 0.06 -0.17
H -33.495 8.451 -9.638 0.36 0.86 0.85
C -30.358 7.957 -13.989 0.04 1.71 -0.70
C -29.993 8.071 -12.525 -0.76 -0.64 -0.52
C -31.112 8.237 -11.517 -0.22 0.58 0.60
O -30.730 7.352 -10.434 -1.50 1.18 0.94
C -29.828 6.538 -10.839 2.95 -2.25 -1.35
O -29.309 5.613 -10.238 -1.02 0.90 -0.52
O -29.458 6.836 -12.128 0.76 -1.37 1.26
H -30.462 8.987 -14.329 -0.05 0.20 -0.23
H -31.295 7.502 -14.309 0.03 -0.47 0.73
H -29.549 7.567 -14.607 0.09 -0.21 0.37
H -29.282 8.868 -12.312 0.36 -0.11 -0.44
H -32.113 7.927 -11.818 0.08 0.23 -0.25
H -31.052 9.251 -11.121 -0.65 -0.10 0.05
```
Forces are in eV/Å.

Mulliken atomic charge list, values in e, 4 entries: number 1, N, carries 0.99; number 2, H, carries -0.24; number 3, H, carries 0.60; number 4, H, carries 0.18